Here is a molecular structure, C30H54GeN2O7PSi3Y at a distorted geometry from the OMol25 dataset. Energies are from wB97M-V/def2-TZVPD.

Output
LUMO level (spin up / spin down) = 1.826 / 0.361 eV
Expectation value of S² = 0.761
E_HOMO (spin up / spin down) = -4.90 / -4.79 eV
Total charge = -1
E_tot = -139773.50784 eV
M = 831.52 g mol⁻¹
Energy relative to the best compared isomer or geometry (same formula, charge and spin) = 0.0 kJ/mol
Spin multiplicity = 2

Last column: Löwdin charge in e.
Geometry (Å):
1 Y 0.612 0.041 -0.467  1.20
2 O 6.117 0.083 4.369  -0.08
3 C 5.020 0.735 4.396  -0.65
4 O 4.679 1.545 5.315  -0.06
5 C 4.066 0.517 3.240  -0.07
6 C 4.407 -0.365 2.212  0.00
7 C 3.524 -0.552 1.167  -0.20
8 N 2.331 0.065 1.059  -0.01
9 C 1.964 0.942 2.056  -0.20
10 C 2.823 1.173 3.148  0.05
11 C 0.591 1.696 1.998  -0.62
12 O 0.314 2.496 2.958  0.00
13 O -0.200 1.495 1.009  -0.24
14 H 5.353 -0.895 2.239  0.13
15 H 3.762 -1.230 0.355  0.11
16 H 2.524 1.868 3.931  0.14
17 C 0.758 3.885 -3.901  -0.09
18 C 1.048 2.820 -2.834  -0.66
19 C 1.616 3.558 -1.592  -0.08
20 C 2.167 1.893 -3.344  -0.10
21 P -0.426 1.839 -2.265  1.10
22 C -1.709 3.045 -1.862  -0.34
23 C -2.008 3.242 -0.503  -0.06
24 C -2.987 4.155 -0.099  -0.06
25 C -3.688 4.888 -1.051  -0.09
26 C -3.407 4.707 -2.402  -0.08
27 C -2.426 3.793 -2.801  -0.10
28 C -1.071 0.670 -3.553  -0.65
29 C -1.056 1.175 -4.997  -0.09
30 C -0.234 -0.631 -3.490  -0.10
31 C -2.523 0.261 -3.201  -0.07
32 H 1.685 4.384 -4.210  0.09
33 H 0.096 4.673 -3.528  0.07
34 H 0.308 3.472 -4.805  0.06
35 H 2.524 4.118 -1.849  0.09
36 H 1.882 2.860 -0.789  0.07
37 H 0.902 4.281 -1.181  0.09
38 H 3.093 2.455 -3.521  0.10
39 H 1.908 1.419 -4.294  0.07
40 H 2.404 1.101 -2.623  -0.07
41 H -1.476 2.682 0.264  0.07
42 H -3.198 4.290 0.958  0.11
43 H -4.449 5.598 -0.741  0.10
44 H -3.950 5.279 -3.150  0.10
45 H -2.232 3.691 -3.863  0.09
46 H -0.042 1.359 -5.362  0.07
47 H -1.636 2.090 -5.131  0.07
48 H -1.492 0.429 -5.673  0.09
49 H 0.810 -0.473 -3.777  0.09
50 H -0.636 -1.389 -4.174  0.12
51 H -0.236 -1.070 -2.485  -0.11
52 H -3.225 1.095 -3.309  0.09
53 H -2.606 -0.115 -2.174  0.04
54 H -2.879 -0.535 -3.867  0.10
55 C -1.950 -3.691 -1.104  -0.23
56 Si -2.395 -2.735 0.434  0.21
57 C -3.548 -1.360 -0.081  -0.22
58 C -3.283 -3.872 1.617  -0.23
59 Ge -0.482 -1.853 1.427  0.59
60 Si 1.168 -3.461 1.767  0.24
61 C 2.671 -2.696 2.562  -0.20
62 C 0.533 -4.830 2.865  -0.23
63 C 1.713 -4.184 0.134  -0.22
64 Si -0.957 -0.642 3.358  0.29
65 C -1.539 -1.778 4.719  -0.22
66 C -2.282 0.628 3.023  -0.21
67 C 0.561 0.281 3.933  -0.20
68 H -2.879 -4.058 -1.586  0.03
69 H -1.322 -4.559 -0.835  0.02
70 H -1.405 -3.029 -1.809  0.00
71 H -4.436 -1.799 -0.583  0.04
72 H -3.025 -0.682 -0.785  -0.02
73 H -3.885 -0.791 0.803  0.02
74 H -4.186 -4.284 1.122  0.03
75 H -3.587 -3.305 2.519  0.02
76 H -2.613 -4.705 1.908  0.02
77 H 2.409 -2.315 3.567  0.05
78 H 3.047 -1.867 1.927  -0.03
79 H 3.460 -3.468 2.669  0.06
80 H 0.231 -4.412 3.845  0.02
81 H 1.336 -5.579 3.017  0.03
82 H -0.337 -5.318 2.383  0.02
83 H 2.091 -3.374 -0.522  -0.01
84 H 0.867 -4.697 -0.358  0.01
85 H 2.522 -4.921 0.315  0.04
86 H -2.455 -2.310 4.395  0.02
87 H -1.764 -1.179 5.625  0.04
88 H -0.743 -2.513 4.953  0.02
89 H -3.224 0.120 2.746  0.02
90 H -1.955 1.299 2.202  0.01
91 H -2.456 1.225 3.941  0.05
92 H 1.364 -0.430 4.195  0.06
93 H 0.305 0.878 4.832  0.10
94 H 0.910 0.958 3.127  -0.08
95 O 3.964 -1.023 -2.852  0.12
96 N 3.064 -1.025 -2.070  -0.51
97 O 2.851 -1.995 -1.409  0.00
98 O 2.307 0.041 -1.937  -0.23
99 H -0.163 -1.301 -1.809  0.05


Here is a single C4H13N5 molecule from the OMol25 dataset. Energies are from wB97M-V/def2-TZVPD.

Output
LUMO level = 0.930 eV
E_HOMO = -8.29 eV
Total charge = 0
E_tot = -11808.19869 eV
M = 131.18 g mol⁻¹
Energy relative to the best compared isomer or geometry (same formula, charge and spin) = 70.5 kJ/mol
Spin multiplicity = 1
SMILES = C/C(N)=N\[C@@H](N)N(C)N

Last column: Löwdin charge in e.
Geometry (Å):
1 C -1.110 1.362 1.434  -0.02
2 C -0.129 1.651 0.324  -0.48
3 N -0.274 2.884 -0.255  0.12
4 N 0.771 0.898 -0.167  0.09
5 C 0.960 -0.483 0.115  -0.46
6 N 0.991 -0.830 1.526  0.07
7 N -0.069 -1.311 -0.579  -0.25
8 C 0.516 -2.442 -1.270  -0.11
9 N -0.942 -0.650 -1.477  0.03
10 H -0.571 1.326 2.380  0.08
11 H -1.870 2.137 1.483  0.07
12 H -1.596 0.401 1.283  0.07
13 H 0.469 3.146 -0.883  0.10
14 H -0.642 3.625 0.307  0.08
15 H 1.957 -0.711 -0.297  0.13
16 H 0.045 -0.969 1.862  0.05
17 H 1.484 -1.708 1.645  0.06
18 H 1.112 -3.022 -0.559  0.08
19 H -0.294 -3.057 -1.638  0.07
20 H 1.154 -2.132 -2.114  0.08
21 H -1.546 -0.022 -0.960  0.06
22 H -0.418 -0.093 -2.159  0.08


Here is a molecular structure, C23H27F2OSi at a distorted geometry from the OMol25 dataset. Energies are from wB97M-V/def2-TZVPD.

Output
LUMO level = -4.891 eV
E_HOMO = -11.44 eV
Total charge = +1
E_tot = -39641.46759 eV
M = 385.55 g mol⁻¹
Energy relative to the best compared isomer or geometry (same formula, charge and spin) = 2.3 kJ/mol
Spin multiplicity = 1

Last column: Löwdin charge in e.
Geometry (Å):
1 C -2.519 1.168 4.111  -0.14
2 Si -1.904 1.989 2.563  0.46
3 C -2.497 1.306 0.974  -0.14
4 C -2.260 3.794 2.606  -0.15
5 O -0.189 1.730 2.671  -0.06
6 C 0.755 1.573 1.736  -0.20
7 C 1.181 0.340 1.157  -0.07
8 C 2.520 0.629 0.509  -0.15
9 C 2.750 2.154 0.559  -0.15
10 C 1.635 2.752 1.457  -0.08
11 H -3.595 0.949 4.059  0.05
12 H -2.004 0.218 4.316  0.03
13 H -2.385 1.820 4.986  0.05
14 H -3.574 1.377 0.823  0.06
15 H -2.046 1.820 0.126  0.05
16 H -2.289 0.242 0.896  0.02
17 H -3.316 3.994 2.398  0.05
18 H -2.046 4.219 3.588  0.05
19 H -1.677 4.337 1.861  0.04
20 H 1.093 -0.558 1.794  0.13
21 H 3.348 0.173 1.096  0.14
22 H 2.556 0.272 -0.530  0.09
23 H 3.759 2.430 0.932  0.12
24 H 2.636 2.602 -0.449  0.11
25 H 1.057 3.531 0.915  0.14
26 H 2.082 3.304 2.329  0.16
27 F -0.645 -5.726 -0.139  0.06
28 C -0.410 -4.625 0.636  -0.23
29 C -0.559 -4.749 2.023  0.02
30 C -0.456 -3.561 2.796  -0.05
31 C -0.282 -2.321 2.174  -0.05
32 C -0.132 -2.212 0.773  -0.19
33 C 0.109 -0.895 0.087  -0.09
34 C 0.726 -1.005 -1.214  -0.13
35 C 0.644 0.015 -2.155  0.01
36 C 0.793 -0.169 -3.600  -0.20
37 C 0.649 -1.487 -4.134  0.06
38 C 0.592 -1.627 -5.524  -0.22
39 F 0.345 -2.877 -6.059  0.04
40 C 0.749 -0.556 -6.405  0.02
41 C 1.000 0.724 -5.865  -0.05
42 C 1.029 0.921 -4.487  -0.03
43 C -0.176 -3.402 0.007  0.05
44 H -0.855 -5.709 2.485  0.13
45 H -0.528 -3.627 3.878  0.11
46 H -0.254 -1.432 2.821  0.11
47 H -0.845 -0.203 0.177  0.12
48 H 1.511 -1.818 -1.356  0.17
49 H 0.575 1.058 -1.800  0.13
50 H 0.470 -2.342 -3.483  0.12
51 H 0.702 -0.698 -7.484  0.13
52 H 1.131 1.591 -6.522  0.12
53 H 1.140 1.918 -4.043  0.12
54 H -0.094 -3.349 -1.073  0.11


Here is a single C6H8N2O3 molecule at a distorted geometry from the OMol25 dataset. Energies are from wB97M-V/def2-TZVPD.

Output
LUMO level = -0.014 eV
E_HOMO = -7.94 eV
Total charge = 0
E_tot = -15467.83249 eV
M = 156.14 g mol⁻¹
Energy relative to the best compared isomer or geometry (same formula, charge and spin) = 685.3 kJ/mol
Spin multiplicity = 1

Last column: Löwdin charge in e.
Geometry (Å):
1 C 1.395 0.230 0.617  0.13
2 C -0.921 0.965 -0.199  0.00
3 C -1.093 -1.272 -0.946  -0.56
4 C 2.532 0.661 0.108  -0.33
5 C 0.631 -1.066 1.003  -0.41
6 C -1.648 2.278 -0.219  -0.06
7 N -1.597 0.005 -0.753  0.10
8 N 0.013 -1.580 -0.255  0.15
9 O -1.600 -2.021 -1.742  0.10
10 O 3.353 -0.247 0.487  -0.06
11 O 1.368 -1.959 1.725  0.03
12 H 2.847 1.595 -0.287  0.10
13 H -0.019 -0.622 1.798  0.15
14 H -2.506 2.243 -0.701  0.01
15 H -1.160 3.054 -0.812  0.09
16 H -1.623 2.627 0.799  0.09
17 H -2.463 0.001 -1.316  0.18
18 H 0.453 -2.492 -0.479  0.17
19 H 2.039 -2.398 1.173  0.12


Here is a gas-phase ion, C2H7N3 (charge +2) at a distorted geometry from the OMol25 dataset. Energies are from wB97M-V/def2-TZVPD.

Output
LUMO level (spin up / spin down) = -10.070 / -15.203 eV
Expectation value of S² = 2.011
E_HOMO (spin up / spin down) = -16.04 / -22.87 eV
Total charge = +2
E_tot = -6632.96286 eV
M = 73.10 g mol⁻¹
Energy relative to the best compared isomer or geometry (same formula, charge and spin) = 118.4 kJ/mol
Spin multiplicity = 3

Last column: Löwdin charge in e.
Geometry (Å):
1 C 0.934 0.676 -0.481  -0.18
2 C -0.850 -0.082 1.028  -0.03
3 N 1.870 0.585 -1.281  0.31
4 N -1.778 -0.905 1.251  0.25
5 N -0.168 -0.093 -0.337  0.27
6 H 0.815 1.669 0.067  0.21
7 H -0.354 0.694 1.638  0.17
8 H 2.383 1.404 -1.603  0.19
9 H 1.981 -0.266 -1.943  0.24
10 H -2.155 -0.952 2.227  0.21
11 H -1.812 -1.632 0.449  0.22
12 H -0.344 -0.886 -0.855  0.15


Here is a single C3H8N2OS molecule at a distorted geometry from the OMol25 dataset. Energies are from wB97M-V/def2-TZVPD.

Output
LUMO level = 0.564 eV
E_HOMO = -8.93 eV
Total charge = 0
E_tot = -19100.90366 eV
M = 120.18 g mol⁻¹
Energy relative to the best compared isomer or geometry (same formula, charge and spin) = 347.2 kJ/mol
Spin multiplicity = 1
SMILES = [H]/N=C\NSCOC

Last column: Löwdin charge in e.
Geometry (Å):
1 H -2.391 0.091 1.449  0.00
2 N -2.604 -0.767 0.952  0.03
3 C -2.167 -0.884 -0.270  -0.38
4 N -1.074 -0.231 -0.864  -0.30
5 S -0.446 1.293 -0.109  0.87
6 C 1.172 0.513 0.472  -0.53
7 O 1.833 -0.336 -0.479  -0.25
8 C 2.951 -0.865 0.236  -0.11
9 H -2.532 -1.798 -0.900  0.13
10 H -0.738 -0.557 -1.704  0.04
11 H 1.737 1.565 0.775  0.12
12 H 0.859 0.002 1.448  0.10
13 H 3.347 0.102 0.801  0.12
14 H 3.602 -1.311 -0.466  0.06
15 H 2.606 -1.697 0.929  0.11